(1)
A molecular structure, C13H25IN6O3Ru, computed with wB97M-V/def2-TZVPD.

Positions of all 49 atoms, in Å:
Ru -0.440 -0.093 0.113
N -0.123 1.264 1.747
C 1.309 1.105 2.148
C 2.149 0.940 0.898
N 1.629 -0.225 0.127
C 2.045 -0.244 -1.302
C 1.235 -1.294 -2.038
N -0.226 -1.067 -1.797
H -0.260 2.209 1.387
H -0.709 1.231 2.577
H 1.382 0.213 2.774
H 1.660 1.954 2.734
H 3.205 0.816 1.145
H 2.062 1.825 0.262
H 1.982 -1.071 0.575
H 3.115 -0.431 -1.408
H 1.841 0.749 -1.711
H 1.495 -2.292 -1.683
H 1.467 -1.272 -3.103
H -0.737 -1.921 -2.007
H -0.571 -0.391 -2.483
N -3.938 -0.482 -1.453
C -3.278 0.618 -1.121
O -2.402 0.639 -0.228
C -3.582 1.873 -1.874
I -1.960 2.200 -3.230
H -3.753 -1.351 -0.979
H -4.660 -0.471 -2.158
H -3.603 2.722 -1.199
H -4.492 1.823 -2.463
O -5.449 -1.647 5.662
C -4.171 -2.023 5.868
N -3.455 -2.038 4.669
C -2.198 -2.758 4.585
O -1.820 -3.333 5.557
C -1.480 -2.777 3.283
C -0.775 -3.950 3.005
C -0.036 -4.010 1.839
C 0.018 -2.891 1.030
N -0.620 -1.739 1.306
C -1.384 -1.700 2.413
H -5.921 -1.456 6.489
H -4.033 -3.009 6.381
H -3.622 -1.358 6.597
H -3.907 -1.633 3.852
H -0.814 -4.785 3.692
H 0.508 -4.902 1.561
H 0.600 -2.906 0.120
H -1.904 -0.766 2.590

As for the spin multiplicity: 2. The relative energy (zero: lowest compared OMol25 entry of this formula, charge and spin) comes out at 1.063 eV. As for the HOMO-LUMO gap (alpha / beta): 0.295 / 0.145 Eh. For the LUMO energy (alpha / beta), the calculation gives -9.1 / -13.2 eV. The charge is +3. Its expectation value of S² is 0.76.

=====

(2)
A molecular structure, C13H25IrN3OS5 at a distorted geometry, computed with wB97M-V/def2-TZVPD.

Positions of all 48 atoms, in Å:
Ir -0.734 -0.090 0.070
S -2.409 -4.154 5.653
C -2.071 -3.156 4.460
S -2.496 -3.522 2.756
C -1.709 -2.232 2.004
C -1.093 -1.264 2.861
S -0.568 0.293 2.414
S -1.081 -1.760 4.530
S -1.738 -2.175 0.306
N -0.191 2.269 -0.243
C -0.743 2.915 -1.450
C -0.273 2.014 -2.632
C -1.053 0.720 -2.914
N -0.535 -0.389 -2.077
C -2.569 0.939 -2.746
C -3.020 1.704 -1.476
N -2.870 0.835 -0.281
C -2.257 3.001 -1.296
H 2.925 0.619 2.012
H -0.326 2.867 0.562
H 0.817 2.118 -0.297
H -0.291 3.883 -1.674
H 0.816 1.853 -2.611
H -0.416 2.615 -3.569
H -0.933 0.352 -3.920
H 0.411 -0.571 -2.309
H -0.969 -1.316 -2.343
H -2.981 -0.095 -2.766
H -2.958 1.416 -3.647
H -4.081 1.945 -1.606
H -3.504 0.038 -0.247
H -3.034 1.370 0.562
H -2.515 3.379 -0.339
H -2.696 3.680 -2.016
C 4.019 -1.372 2.375
C 3.251 -1.094 1.056
C 4.147 -1.097 -0.156
C 2.111 -2.087 0.890
O 2.665 0.262 1.131
H 4.346 -2.443 2.344
H 3.373 -1.301 3.277
H 4.860 -0.699 2.377
H 4.633 -2.028 -0.363
H 4.859 -0.303 -0.121
H 3.532 -0.901 -1.038
H 2.400 -3.165 0.785
H 1.535 -1.879 -0.005
H 1.416 -1.990 1.720

As for the spin multiplicity: 5. The relative energy (zero: lowest compared OMol25 entry of this formula, charge and spin) comes out at 0.155 eV. As for the HOMO-LUMO gap (alpha / beta): 0.233 / 0.219 Eh. For the LUMO energy (alpha / beta), the calculation gives -2.7 / -5.1 eV. The charge is +1. Its expectation value of S² is 6.03.

=====

(3)
A single C13H25N3O4 molecule at a distorted geometry, computed with wB97M-V/def2-TZVPD.

Positions of all 45 atoms, in Å:
C 5.857 1.175 2.460
C 4.803 1.076 1.370
C 3.351 1.209 1.907
C 3.051 2.606 2.369
C 2.287 0.810 0.874
N 2.616 -0.493 0.264
C 2.209 -0.966 -0.919
C 2.437 -2.444 -1.170
O 1.512 -0.260 -1.659
C 0.811 0.784 1.406
O 0.550 0.738 2.603
N -0.118 0.678 0.470
C -1.453 0.043 0.708
C -2.525 1.040 1.100
O -3.638 1.069 0.563
N -2.197 1.884 2.087
C -3.118 2.846 2.637
C -1.876 -0.881 -0.458
C -2.054 -0.267 -1.859
O -0.878 -1.871 -0.645
H 6.834 1.093 2.039
H 5.736 0.369 3.163
H 5.793 2.137 2.959
H 4.933 0.141 0.811
H 4.996 1.816 0.616
H 3.280 0.546 2.762
H 2.166 2.628 2.938
H 2.937 3.259 1.524
H 3.807 3.003 3.077
H 2.308 1.582 0.102
H 3.014 -1.193 0.899
H 1.960 -2.696 -2.125
H 3.501 -2.615 -1.257
H 2.054 -3.012 -0.312
H 0.221 0.628 -0.463
H -1.373 -0.584 1.589
H -1.263 1.756 2.473
H -2.622 3.385 3.464
H -4.009 2.325 2.994
H -3.449 3.564 1.893
H -2.867 -1.327 -0.196
H -1.116 0.143 -2.266
H -2.391 -1.063 -2.522
H -2.834 0.543 -1.833
H -0.294 -1.481 -1.313

The relative energy (zero: lowest compared OMol25 entry of this formula, charge and spin) comes out at 0.000 eV. As for the HOMO-LUMO gap: 0.364 Eh. Its structure (SMILES) is CC[C@@H](C)[C@@H](NC(C)=O)C(=O)N[C@@H](C(=O)NC)[C@@H](C)O. For the LUMO energy, the calculation gives 0.6 eV.

=====

(4)
A single C13H25NO6Si molecule at a distorted geometry, computed with wB97M-V/def2-TZVPD.

Positions of all 46 atoms, in Å:
C 2.204 -2.256 -0.127
C 0.964 -1.470 -0.541
O 1.131 -0.079 -0.650
Si 1.437 0.925 0.662
C -0.128 1.820 1.206
C -1.389 1.038 0.883
C -1.642 0.968 -0.624
N -2.823 0.145 -0.970
C -3.023 -1.125 -0.462
O -2.199 -1.677 0.245
C -4.249 -1.837 -0.818
C -5.084 -1.403 -1.753
C -6.208 -2.264 -2.169
O -6.501 -3.216 -1.504
O -6.897 -1.871 -3.320
O 2.627 2.029 0.395
C 3.701 1.710 -0.495
C 3.339 2.054 -1.905
O 1.887 -0.042 1.932
C 2.396 0.650 3.050
C 3.887 0.543 3.192
H 2.980 -2.170 -0.886
H 2.041 -3.343 -0.066
H 2.577 -1.950 0.855
H 0.185 -1.620 0.186
H 0.636 -1.841 -1.526
H -0.146 2.803 0.739
H -0.037 1.928 2.287
H -1.368 0.031 1.319
H -2.215 1.592 1.355
H -0.771 0.499 -1.124
H -1.756 1.958 -1.049
H -3.636 0.670 -1.339
H -4.417 -2.823 -0.394
H -4.936 -0.497 -2.275
H -7.548 -2.590 -3.540
H 3.927 0.619 -0.411
H 4.563 2.252 -0.114
H 4.118 1.764 -2.595
H 3.120 3.133 -2.013
H 2.407 1.530 -2.195
H 2.148 1.720 2.999
H 1.879 0.230 3.937
H 4.156 -0.515 3.245
H 4.283 1.057 4.075
H 4.380 0.921 2.305

The relative energy (zero: lowest compared OMol25 entry of this formula, charge and spin) comes out at 0.030 eV. As for the HOMO-LUMO gap: 0.342 Eh. Its structure (SMILES) is CCO[Si](CCCNC(=O)/C=C/C(=O)O)(OCC)OCC. For the LUMO energy, the calculation gives -0.3 eV.

=====

(5)
3 unconnected molecules or ions with the total composition C13H26B2Br5Cl2N2O6P2 at a distorted geometry, computed with wB97M-V/def2-TZVPD.

Positions of all 58 atoms, in Å:
C -1.355 -2.474 -3.336
C -0.948 -1.356 -2.481
B -1.425 -1.318 -0.906
P -2.752 -2.772 -0.898
N -2.361 -3.815 0.501
O -4.344 -2.120 -0.656
O -0.206 -1.574 -0.070
C -0.112 -0.816 1.181
N 1.239 -0.159 1.064
C 1.860 0.159 2.360
C 0.932 0.916 3.422
C -0.356 -1.918 2.285
Cl -1.869 -2.080 3.328
C 0.586 -2.947 2.559
C 0.393 -4.057 3.674
Cl 2.161 -3.112 1.615
C -1.132 0.357 0.827
B -2.255 0.959 1.807
O -2.079 2.000 2.791
O -3.594 0.372 1.751
P -0.216 1.979 0.306
O -1.550 3.060 0.009
Br 0.821 1.752 -1.690
O -1.881 -0.014 -0.357
H -0.897 -3.480 -3.099
H -2.131 -2.262 -4.136
H -0.284 -0.585 -2.985
H -2.325 -4.803 0.224
H -3.100 -3.711 1.215
H -4.583 -2.274 0.282
H 1.849 -0.690 0.435
H 2.351 -0.709 2.915
H 2.721 0.895 2.138
H 0.831 2.009 3.125
H 1.535 0.927 4.405
H -0.045 0.401 3.666
H -0.055 -4.998 3.211
H 1.450 -4.343 4.028
H -0.158 -3.716 4.602
H -2.950 2.446 2.868
H -4.182 0.945 1.215
H -1.501 3.330 -0.933
Br 4.915 0.335 -0.195
C 5.054 -0.770 -1.796
C 3.861 -0.578 -2.699
Br 2.300 -1.522 -2.018
H 5.180 -1.799 -1.461
H 5.969 -0.439 -2.290
H 4.051 -1.013 -3.682
H 3.574 0.467 -2.817
Br 1.556 5.239 -2.091
C 0.294 5.904 -3.419
C -1.131 5.608 -3.020
Br -1.581 3.737 -3.334
H 0.574 5.460 -4.374
H 0.465 6.981 -3.460
H -1.829 6.175 -3.637
H -1.334 5.812 -1.968

As for the HOMO-LUMO gap: 0.177 Eh. For the LUMO energy, the calculation gives 2.1 eV. The charge is -1.